1.
This record from the OMol25 dataset describes C47H45N4OP2STl as an isolated structure at a distorted geometry. The level of theory is the ωB97M-V functional and the def2-TZVPD basis.

Output
Gap between HOMO and LUMO (alpha / beta), eV: 5.86 / 3.57
HOMO (alpha / beta), Eh: -0.45782 / -0.45580
Electronic energy, eV: -91564.9287
Molecular weight, g/mol: 980.30
Charge: +2

Each line ends with the Löwdin charge.
Element x y z (Å)
Tl  -0.771  -0.398  -1.133  0.81
S  -1.289  -2.437  -3.420  0.51
P  -0.266  0.349  2.551  1.18
P  3.125  -0.189  -1.408  1.08
O  2.752  0.033  1.527  -0.03
N  -8.337  3.701  -0.242  0.16
N  0.212  -4.187  -1.916  0.12
N  -2.010  -4.636  -2.156  0.08
N  -6.115  -0.558  -0.470  0.05
C  3.650  3.165  -4.551  -0.06
C  -1.225  -1.196  2.793  -0.34
C  -7.714  1.222  -0.847  -0.22
C  4.566  -4.199  -3.189  -0.05
C  -8.043  2.583  -0.524  -0.17
C  -2.987  3.063  4.962  -0.05
C  3.112  3.408  -3.297  -0.07
C  -3.150  -2.549  2.251  -0.07
C  3.381  1.081  -2.718  -0.38
C  2.410  -0.198  5.595  -0.05
C  3.826  -1.775  -2.091  -0.36
C  -6.574  0.695  -0.223  -0.09
C  -1.703  2.675  2.959  -0.06
C  4.928  -2.446  -1.573  -0.08
C  -3.022  -3.260  3.413  -0.03
C  5.655  0.488  -0.644  -0.09
C  -0.859  1.722  -2.347  -0.19
C  -1.957  -2.918  4.288  -0.05
C  6.648  0.776  0.275  -0.05
C  -1.020  -1.972  3.967  -0.09
C  -2.291  -1.494  1.957  -0.13
C  -2.702  3.391  3.643  -0.05
C  -8.020  -0.856  -1.954  -0.04
C  -2.283  3.790  -1.799  -0.06
C  -2.627  2.457  -3.922  -0.07
C  -2.181  2.443  -2.454  -0.52
C  1.264  0.160  3.457  -0.26
C  3.412  -1.005  5.021  0.00
C  4.977  1.002  1.974  -0.03
C  -1.591  1.114  4.849  -0.09
C  4.097  1.886  -4.899  -0.04
C  3.412  -1.063  3.613  0.00
C  4.018  0.482  1.128  -0.23
C  6.298  1.142  1.587  -0.04
C  1.405  0.394  4.817  -0.09
C  4.341  0.305  -0.252  -0.35
C  3.021  2.370  -2.379  -0.13
C  -2.409  1.967  5.585  -0.04
C  2.524  -0.292  2.864  -0.20
C  -6.818  -1.298  -1.334  -0.14
C  3.159  -2.252  -3.192  -0.18
C  5.284  -3.669  -2.114  -0.06
C  -1.218  1.477  3.538  -0.37
C  3.521  -3.446  -3.778  -0.07
C  -8.456  0.437  -1.746  0.00
C  3.835  0.835  -4.018  -0.08
C  -0.973  -3.832  -2.472  -0.93
H  7.748  0.768  0.002  0.14
H  -0.058  2.176  -1.714  0.05
H  -1.804  -3.475  5.222  0.12
H  2.320  -1.642  -3.599  0.11
H  4.064  -1.581  5.625  0.11
H  2.671  2.499  -1.351  0.10
H  -9.379  0.866  -2.139  0.13
H  -3.934  -2.797  1.553  0.11
H  4.551  1.644  -5.826  0.10
H  -2.366  3.736  -0.729  0.07
H  -3.588  3.048  -4.019  0.11
H  -3.600  -4.157  3.501  0.11
H  -2.599  1.687  6.566  0.10
H  6.136  -4.217  -1.716  0.12
H  -2.789  1.412  -4.316  0.10
H  0.377  -5.084  -1.497  0.11
H  -8.574  -1.593  -2.555  0.12
H  2.438  0.093  6.685  0.14
H  -2.432  -0.908  0.992  0.04
H  -1.260  0.174  5.361  0.12
H  4.080  -0.176  -4.304  0.09
H  -2.934  1.819  -1.930  0.13
H  4.776  -5.143  -3.608  0.09
H  4.732  1.286  3.042  0.15
H  -3.741  3.666  5.498  0.13
H  7.020  1.554  2.267  0.11
H  -1.409  4.379  -2.011  0.09
H  0.779  1.136  5.325  0.12
H  5.437  -2.112  -0.696  0.10
H  3.066  -3.842  -4.668  0.11
H  2.680  4.346  -3.024  0.10
H  -3.130  4.298  -2.177  0.08
H  5.938  0.450  -1.707  0.13
H  3.627  4.020  -5.208  0.11
H  -1.857  -5.488  -1.593  0.13
H  -2.978  -4.450  -2.514  0.13
H  -0.488  1.269  -3.293  0.07
H  -0.067  -1.882  4.533  0.12
H  1.018  -3.783  -2.419  0.09
H  -6.532  -2.340  -1.439  0.10
H  -1.377  2.903  1.978  0.08
H  -3.087  4.289  3.205  0.11
H  -6.085  1.284  0.548  0.11
H  4.221  -1.542  3.092  0.13
H  -1.835  2.922  -4.497  0.08

Cartesian forces (eV/Å) of the 2 atoms listed first:
0.4 -0.5 -0.2
0.7 -0.1 0.6


2.
This record from the OMol25 dataset describes C47H47AsHfN8O3S2Se2Te as an isolated structure. The level of theory is the ωB97M-V functional and the def2-TZVPD basis.

Output
Gap between HOMO and LUMO, eV: 4.40
HOMO, Eh: -0.04032
Electronic energy, eV: -289370.7178
Molecular weight, g/mol: 1375.01
Charge: -2

Each line ends with the Löwdin charge.
Element x y z (Å)
Hf  0.669  0.014  1.305  0.44
Te  -0.807  1.657  2.852  0.01
Se  -0.362  -2.172  2.640  0.50
Se  2.998  -0.935  2.263  0.52
As  2.441  2.517  2.144  1.09
S  2.908  -1.986  -2.055  0.47
S  2.078  1.227  -0.537  0.48
O  3.940  -3.677  3.903  -0.10
O  -5.316  -2.029  -3.196  0.13
O  0.433  -4.458  0.493  -0.13
N  -4.659  -1.070  1.226  0.11
N  -0.129  -0.706  -0.771  -0.09
N  -2.532  -0.564  0.685  0.04
N  -7.288  -2.434  -4.075  0.11
N  -0.443  -1.764  -2.632  -0.12
N  -4.554  0.228  0.853  -0.16
N  -0.782  -0.472  -2.902  0.13
N  -6.352  -3.277  -4.676  0.11
C  -5.217  -3.008  -4.128  -0.29
C  -2.768  -2.929  -3.885  0.05
C  -5.720  1.066  0.771  -0.08
C  4.216  2.989  1.451  -0.38
C  -3.898  -3.589  -4.360  -0.14
C  -8.418  -0.254  -2.327  -0.03
C  2.673  -0.471  -4.335  -0.18
C  -1.506  -3.464  -4.104  -0.17
C  -6.637  -1.726  -3.220  -0.30
C  2.111  1.966  -3.138  -0.18
C  3.305  -4.463  2.913  -0.24
C  4.367  3.814  0.342  -0.11
C  -8.839  0.663  -1.377  -0.08
C  -6.662  0.622  -0.327  -0.18
C  -7.107  -0.721  -2.274  -0.13
C  3.584  2.641  6.760  -0.11
C  -2.526  -5.334  -5.249  -0.08
C  6.607  2.655  1.495  -0.10
C  2.270  0.741  -2.252  -0.73
C  -3.419  -1.497  1.105  -0.24
C  1.517  -4.882  1.298  -0.23
C  5.629  4.074  -0.173  -0.10
C  -3.280  0.506  0.541  -0.22
C  1.550  4.225  1.727  -0.40
C  -0.051  -1.885  -1.364  -0.17
C  -6.234  -0.277  -1.290  0.04
C  1.770  5.411  2.418  -0.10
C  -0.260  -2.722  -3.696  -0.09
C  -1.398  -4.674  -4.779  -0.03
C  -3.785  -4.794  -5.048  -0.03
C  2.835  1.609  6.219  -0.09
C  2.478  1.629  4.877  -0.15
C  0.278  6.595  0.945  -0.12
C  2.612  -2.631  1.338  -0.56
C  1.103  -3.339  3.236  -0.55
C  2.566  -0.449  -2.815  -0.83
C  2.121  -3.790  2.200  -0.58
C  0.072  5.421  0.237  -0.10
C  3.649  3.698  4.601  -0.13
C  -0.569  0.125  -1.764  -0.26
C  5.344  2.398  2.012  -0.11
C  0.694  4.244  0.630  -0.18
C  3.998  3.686  5.943  -0.11
C  2.860  2.685  4.057  -0.37
C  -7.969  1.090  -0.380  -0.04
C  6.753  3.500  0.405  -0.12
C  1.129  6.585  2.040  -0.11
H  0.538  3.331  0.070  0.02
H  -6.230  1.059  1.736  0.13
H  -2.944  1.489  0.253  0.10
H  -2.858  -1.989  -3.359  0.12
H  3.862  2.626  7.807  0.09
H  -0.582  5.409  -0.627  0.10
H  -4.676  -5.293  -5.405  0.11
H  2.959  -5.370  3.425  0.12
H  5.241  1.724  2.855  0.10
H  3.494  4.247  -0.131  0.09
H  -2.423  -6.280  -5.766  0.10
H  1.789  2.826  -2.552  0.03
H  -0.705  1.182  -1.621  0.11
H  1.618  -2.777  4.012  0.03
H  4.608  4.486  6.347  0.09
H  2.425  5.447  3.275  0.07
H  0.119  -2.155  -4.549  0.13
H  3.927  -2.751  3.606  -0.01
H  -0.416  -5.105  -4.935  0.12
H  1.879  -2.421  0.558  -0.03
H  -0.220  7.510  0.647  0.09
H  4.049  4.484  3.973  0.09
H  1.303  7.492  2.607  0.09
H  4.031  -4.771  2.146  0.12
H  0.639  -4.213  3.702  0.06
H  -5.372  2.085  0.589  0.14
H  1.685  -0.351  -4.801  0.05
H  -0.129  -3.887  1.055  -0.03
H  7.738  3.702  0.000  0.09
H  -8.318  1.789  0.372  0.11
H  -5.224  -0.658  -1.254  0.12
H  3.091  -1.425  -4.649  0.03
H  7.474  2.181  1.940  0.09
H  2.520  0.777  6.837  0.10
H  0.554  -3.381  -3.384  0.11
H  -3.125  -2.503  1.355  0.08
H  1.185  -5.710  1.944  0.12
H  -9.853  1.038  -1.405  0.10
H  2.281  -5.274  0.620  0.13
H  3.505  -2.894  0.772  0.05
H  -9.088  -0.617  -3.093  0.11
H  3.301  0.333  -4.729  0.06
H  5.730  4.718  -1.039  0.09
H  1.879  0.822  4.472  0.03
H  1.368  1.806  -3.930  0.06
H  0.249  -2.814  -0.907  0.10
H  3.050  2.239  -3.633  0.06

Cartesian forces (eV/Å) of the 2 atoms listed first:
0.9 0.2 0.0
-0.2 0.1 -0.2


3.
This record from the OMol25 dataset describes C47H47BBiN6O4S5Sb as an isolated structure at a distorted geometry. The level of theory is the ωB97M-V functional and the def2-TZVPD basis.

Output
Gap between HOMO and LUMO, eV: 3.89
HOMO, Eh: -0.02899
Electronic energy, eV: -133866.7254
Molecular weight, g/mol: 1261.82
Charge: -2

Each line ends with the Löwdin charge.
Element x y z (Å)
Bi  -0.103  -1.010  0.691  1.40
Sb  1.447  -0.734  4.845  0.03
S  0.557  -1.470  6.855  -0.53
S  1.282  -2.451  3.246  -0.38
S  -0.506  0.746  3.801  -0.30
S  -1.642  -0.662  2.795  -0.24
S  -9.077  0.569  -1.014  0.99
O  -8.201  1.577  -3.319  0.04
O  0.549  -0.984  -1.591  -0.44
O  3.862  -2.042  -0.924  0.12
O  3.262  0.017  -0.144  0.12
N  -0.415  -3.528  0.506  -0.05
N  0.353  3.492  0.679  0.00
N  -2.622  -4.393  3.586  0.15
N  4.673  8.682  1.153  0.14
N  -3.591  -3.136  5.355  0.10
N  -0.323  1.421  0.488  -0.09
C  0.613  -4.287  0.123  -0.13
C  1.384  1.620  -2.797  -0.18
C  4.477  -0.299  0.584  -0.43
C  1.977  2.862  -3.049  -0.03
C  0.494  -5.654  -0.010  -0.05
C  -4.788  -3.469  4.906  -0.15
C  -4.696  -0.635  -0.641  -0.24
C  -6.794  -0.763  -1.834  -0.10
C  -3.835  -4.739  3.161  -0.29
C  -7.388  0.052  -0.878  -0.55
C  3.463  0.577  -3.415  -0.22
C  0.719  2.185  0.615  -0.14
C  -1.572  -4.096  0.817  -0.08
C  -9.055  1.604  -2.480  -0.75
C  -0.720  -6.247  0.308  -0.03
C  -10.245  2.532  -2.532  -0.09
C  3.354  5.450  1.518  -0.01
C  0.888  5.821  0.297  0.00
C  -3.966  -5.706  2.038  -0.04
C  3.939  4.349  -3.603  -0.07
C  4.000  1.825  -3.700  -0.03
C  -3.070  -6.088  1.125  -0.05
C  4.204  -0.118  2.057  -0.03
C  -1.433  2.236  0.495  -0.12
C  6.188  -1.997  -0.400  -0.02
C  -5.321  0.134  0.348  -0.02
C  5.512  0.716  0.110  -0.01
C  -4.977  -4.284  3.800  -0.03
C  2.179  0.461  -2.836  -0.07
C  -0.119  1.607  -2.630  -0.05
C  1.771  6.879  0.401  -0.03
C  1.237  4.575  0.804  -0.17
C  4.511  -2.805  1.251  -0.03
C  4.789  -1.787  0.159  -0.44
C  -5.456  -1.100  -1.716  -0.03
C  -1.037  3.525  0.601  -0.04
C  1.834  -0.874  -2.127  -0.30
C  3.297  2.996  -3.437  -0.29
C  3.010  6.697  1.005  -0.24
C  -1.771  -5.476  0.772  -0.19
C  -6.654  0.485  0.225  -0.10
C  -2.110  -1.017  -0.279  -0.24
C  2.470  4.392  1.424  0.02
C  -3.297  -0.913  -0.508  -0.13
C  -2.544  -3.597  4.656  -0.17
C  3.935  7.803  1.093  -0.19
C  4.260  -0.651  -3.798  -0.03
B  2.986  -0.991  -1.037  -0.66
H  -3.327  -6.963  0.534  0.10
H  3.493  -2.731  1.642  0.01
H  4.527  -1.279  -2.948  0.06
H  3.683  -1.278  -4.482  0.09
H  6.941  -1.776  0.360  0.09
H  -0.455  0.771  -2.030  0.04
H  1.540  -3.768  -0.102  0.11
H  5.188  -2.679  2.097  0.09
H  1.362  3.753  -2.940  0.11
H  6.298  -3.042  -0.695  0.09
H  -1.549  -3.303  4.983  0.08
H  -9.981  3.441  -1.989  0.09
H  -10.469  2.787  -3.565  0.08
H  5.190  1.710  0.425  0.09
H  5.181  -0.353  -4.304  0.07
H  3.187  5.137  -3.666  0.07
H  5.003  1.885  -4.116  0.11
H  -1.598  4.439  0.668  0.11
H  -5.638  -3.073  5.456  0.10
H  3.440  -0.800  2.434  0.00
H  1.988  -1.687  -2.861  0.13
H  3.852  0.899  2.243  0.08
H  -4.917  -6.231  2.028  0.10
H  -4.742  0.434  1.215  0.11
H  1.741  1.837  0.603  0.13
H  -0.571  1.501  -3.621  0.09
H  4.587  4.580  -2.752  0.07
H  -7.131  1.094  0.982  0.10
H  1.336  -6.242  -0.347  0.10
H  4.648  -3.806  0.834  0.09
H  -11.115  2.090  -2.046  0.06
H  -7.375  -1.117  -2.675  0.10
H  -2.373  -3.423  1.090  0.11
H  -0.840  -7.323  0.224  0.11
H  4.310  5.315  2.005  0.12
H  -0.063  5.954  -0.200  0.11
H  -0.470  2.552  -2.208  0.06
H  4.557  4.391  -4.503  0.07
H  2.721  3.431  1.852  0.12
H  -2.424  1.817  0.441  0.10
H  -4.985  -1.731  -2.458  0.12
H  6.495  0.523  0.543  0.08
H  -5.966  -4.553  3.451  0.10
H  5.587  0.726  -0.980  0.09
H  1.508  7.850  0.004  0.12
H  5.108  -0.275  2.650  0.10
H  6.373  -1.371  -1.273  0.08

Cartesian forces (eV/Å) of the 2 atoms listed first:
0.9 -0.3 0.9
-0.1 0.3 0.2


4.
This record from the OMol25 dataset describes C47H47ClN4O4P2STi as an isolated structure. The level of theory is the ωB97M-V functional and the def2-TZVPD basis.

Output
Gap between HOMO and LUMO, eV: 7.00
HOMO, Eh: -0.46067
Electronic energy, eV: -128695.2228
Molecular weight, g/mol: 909.25
Charge: +2

Each line ends with the Löwdin charge.
Element x y z (Å)
Ti  -0.035  -0.857  -0.393  0.81
Cl  0.171  -2.518  -5.323  0.65
S  0.864  -0.407  1.900  0.75
P  1.573  1.408  -0.769  1.08
P  -2.105  0.612  0.549  1.09
O  1.289  -2.333  -0.465  -0.16
O  1.032  -1.067  -2.893  -0.01
O  -0.974  -0.624  -2.090  -0.14
O  0.265  -3.690  -1.943  0.08
N  2.369  -4.237  -3.298  0.20
N  3.778  -0.533  -2.073  0.10
N  1.998  -2.683  2.610  0.00
N  -0.098  -2.246  3.531  0.02
C  0.631  3.033  1.314  -0.14
C  0.303  4.237  1.916  -0.06
C  -3.270  -0.532  4.331  -0.07
C  5.352  -0.201  -0.303  -0.04
C  -4.644  -0.225  -0.456  -0.03
C  -2.911  -1.852  0.034  -0.24
C  -0.444  -3.553  4.080  -0.03
C  1.339  4.210  -0.654  -0.06
C  -2.596  2.286  0.075  -0.35
C  1.163  3.004  0.026  -0.36
C  -2.764  0.488  5.126  -0.06
C  3.680  1.515  1.044  -0.10
C  -3.433  -4.219  0.202  0.00
C  3.049  2.441  -2.916  -0.10
C  2.126  2.932  -5.082  -0.05
C  1.824  1.919  -2.503  -0.39
C  -5.165  -2.579  -0.515  0.00
C  2.506  -3.692  3.542  -0.03
C  1.255  -3.200  -1.425  -0.60
C  2.628  -3.580  -1.979  -0.03
C  5.756  0.344  0.899  -0.07
C  -2.401  0.550  2.352  -0.35
C  -0.908  -1.645  -4.219  -0.44
C  -5.545  -1.281  -0.712  -0.04
C  4.103  0.093  -0.857  -0.32
C  -3.387  4.821  -0.752  -0.05
C  -1.541  -2.117  0.352  -0.20
C  -2.339  4.180  -1.394  -0.06
C  -1.939  1.591  3.154  -0.10
C  -1.948  2.916  -0.981  -0.09
C  -2.157  -4.458  0.629  -0.05
C  0.902  2.419  -4.676  -0.05
C  3.199  2.940  -4.202  -0.05
C  -4.047  4.197  0.299  -0.05
C  -2.107  1.555  4.531  -0.05
C  4.912  1.208  1.585  -0.07
C  3.248  0.976  -0.173  -0.32
C  -0.184  -1.080  -3.023  -0.68
C  0.913  -1.931  2.747  -0.71
C  -3.087  -0.508  2.953  -0.08
C  -3.655  2.934  0.714  -0.08
C  0.478  5.431  1.232  -0.05
C  0.753  1.911  -3.395  -0.10
C  -3.845  -2.900  -0.109  -0.15
C  -3.360  -0.513  -0.085  -0.32
C  0.995  5.412  -0.054  -0.05
C  -1.206  -3.412  0.675  -0.11
H  5.220  1.654  2.520  0.11
H  2.976  -0.154  -2.559  0.04
H  2.577  -3.612  -4.080  0.14
H  -2.908  0.466  6.197  0.11
H  -1.743  2.374  5.138  0.11
H  -1.466  2.449  2.698  0.07
H  -3.832  -1.341  4.781  0.11
H  3.161  -4.260  -1.319  0.15
H  -4.146  -5.030  0.114  0.12
H  2.861  -5.118  -3.431  0.17
H  6.014  -0.868  -0.844  0.12
H  3.884  2.472  -2.227  0.12
H  2.127  -3.503  4.542  0.09
H  4.572  -0.568  -2.700  0.11
H  -0.205  1.508  -3.093  0.08
H  -1.820  4.665  -2.211  0.11
H  0.480  2.114  1.864  0.03
H  2.647  -2.319  1.928  0.12
H  -0.186  -3.673  0.930  0.09
H  3.589  -3.606  3.571  0.10
H  4.154  3.346  -4.511  0.12
H  3.041  2.209  1.572  0.10
H  -3.515  -1.300  2.353  0.11
H  3.200  -2.657  -2.104  0.10
H  -1.525  -3.664  4.010  0.10
H  0.062  2.415  -5.359  0.11
H  -0.146  -3.649  5.123  0.10
H  -0.088  4.247  2.926  0.11
H  1.333  -4.394  -3.299  0.13
H  -4.868  4.695  0.796  0.11
H  -4.171  2.456  1.538  0.12
H  2.242  -4.703  3.237  0.09
H  -1.853  -5.464  0.889  0.11
H  1.136  6.338  -0.596  0.12
H  1.738  4.224  -1.658  0.10
H  -1.375  -0.832  -4.774  0.10
H  -6.555  -1.053  -1.026  0.12
H  2.243  3.327  -6.082  0.12
H  -1.683  -2.323  -3.869  0.10
H  -1.125  2.420  -1.474  0.06
H  -4.980  0.802  -0.533  0.11
H  6.734  0.104  1.293  0.11
H  -3.693  5.809  -1.070  0.11
H  0.013  -4.345  3.493  0.08
H  -5.875  -3.384  -0.660  0.12
H  0.215  6.370  1.700  0.12
H  -0.817  -1.533  3.582  0.10

Cartesian forces (eV/Å) of the 2 atoms listed first:
0.0 0.1 0.7
0.0 0.0 0.0